Entry 1:
A structure of composition C3H8N2 in a non-equilibrium geometry, computed with the ωB97M-V functional and the def2-TZVPD basis.

Results
**Largest force on an atom**: 4.2 eV/Å
**Lowest unoccupied orbital energy**: 1.05 eV
**Energy relative to the best compared isomer or geometry (same formula, charge and spin)**: 482.3 kJ/mol
**Total charge**: 0
**Kohn-Sham gap**: 10.0 eV

Last column: Löwdin charge in e.
Geometry (Å):
C 1.189 1.010 -0.428  -0.20
C -0.038 0.316 0.199  -0.33
C -1.487 0.632 0.203  -0.05
N 1.794 -0.238 -0.196  -0.10
N 0.736 -0.691 0.598  0.05
H 1.253 1.394 -1.509  0.13
H 1.222 1.892 0.266  0.13
H -0.635 -2.681 -0.266  0.00
H -1.973 0.999 1.118  0.08
H -1.888 -0.351 0.053  0.05
H -1.828 1.270 -0.664  0.10
H 2.654 -0.242 0.397  0.12
H -1.000 -3.309 0.227  0.02



Entry 2:
The molecule C3H8N2, computed with the ωB97M-V functional and the def2-TZVPD basis.

Results
**Largest force on an atom**: 0.9 eV/Å
**Lowest unoccupied orbital energy**: 1.13 eV
**SMILES**: C/C(N)=C/N
**Energy relative to the best compared isomer or geometry (same formula, charge and spin)**: 138.0 kJ/mol
**Total charge**: 0
**Kohn-Sham gap**: 8.5 eV

Last column: Löwdin charge in e.
Geometry (Å):
C -1.589 0.896 -0.595  -0.06
C -0.362 0.256 -0.013  -0.41
C 0.495 -0.476 -0.721  -0.20
N 1.605 -1.194 -0.203  0.02
N -0.082 0.434 1.366  0.06
H -1.968 1.654 0.085  0.07
H -1.333 1.316 -1.558  0.07
H -2.411 0.189 -0.721  0.08
H 0.299 -0.698 -1.764  0.11
H 1.978 -0.712 0.611  0.06
H 2.343 -1.197 -0.888  0.06
H -0.542 1.194 1.825  0.06
H 0.043 -0.376 1.972  0.09